DFT (ωB97M-V with the def2-TZVPD basis set) results for a single C5H7NO molecule.

orbital gap	0.2985	Eh

Bonds (Å) are listed after each position.
Positions of all 14 atoms, in Å:
1 C -0.04853 -0.85330 0.20414  C2 1.547, H6 1.094, C7 1.500, C14 1.547
2 C 1.26873 -0.56714 0.96332  C1 1.547, H3 1.092, H5 1.088, H9 1.103
3 H 1.30962 0.46999 1.30120  C2 1.092
4 H -2.15665 -0.37639 0.60081  C14 1.090
5 H 1.44382 -1.25491 1.78834  C2 1.088
6 H -0.40084 -1.87033 0.40133  C1 1.094
7 C 0.52085 -0.74972 -1.17980  C1 1.500, N11 1.348
8 C -0.40893 1.26813 -1.47953  N11 1.288, H12 1.085, O13 1.338
9 H 2.10853 -0.71514 0.26415  C2 1.103
10 H -1.04228 0.87399 1.17074  C14 1.094
11 N 0.64310 0.53158 -1.57992  C7 1.348, C8 1.288
12 H -0.50072 2.20983 -2.00986  C8 1.085
13 O -1.51464 0.89393 -0.82471  C8 1.338, C14 1.451
14 C -1.22208 0.13948 0.37980  C1 1.547, H4 1.090, H10 1.094, O13 1.451

---

DFT (ωB97M-V with the def2-TZVPD basis set) results for a single C12H11Cl2N5 molecule in a non-equilibrium geometry.

orbital gap	0.2828	Eh
structure (SMILES)	Nc1[nH]nc(C2CC2)c1/N=N/c1ccc(Cl)c(Cl)c1

Bonds (Å) are listed after each position.
Positions of all 30 atoms, in Å:
1 Cl -4.32242 1.46788 3.55470  C22 1.750
2 H 3.16279 0.12529 3.45862  N19 1.017
3 H 1.43885 -3.05073 -3.22737  C14 1.120
4 C -2.74878 0.86261 -0.65630  C17 1.394, H23 1.066, C27 1.397
5 C 1.77216 -0.77982 -3.04886  C12 1.528, H13 1.086, C14 1.517, H18 1.066
6 H 3.11990 -2.45900 -2.62526  C14 1.101
7 C -2.34607 0.91073 1.72316  C22 1.421, C27 1.406, H29 1.080
8 C 2.60274 0.00194 1.50761  N9 1.403, N19 1.367, C21 1.335
9 N 3.76113 -0.31561 0.78248  C8 1.403, N20 1.340, H24 1.019
10 H -4.73559 1.48385 -1.25783  C17 1.081
11 N -0.60584 0.25753 0.05648  C27 1.386, N30 1.276
12 C 1.36680 -1.36607 -1.69672  C5 1.528, C14 1.529, C26 1.534, H28 1.110
13 H 0.99325 -0.54269 -3.76797  C5 1.086
14 C 2.04768 -2.24147 -2.74965  H3 1.120, C5 1.517, H6 1.101, C12 1.529
15 H 1.59834 0.69316 3.14799  N19 1.014
16 Cl -6.28566 1.87030 1.02227  C25 1.760
17 C -4.06007 1.28106 -0.43819  C4 1.394, H10 1.081, C25 1.402
18 H 2.62762 -0.14559 -3.09665  C5 1.066
19 N 2.52360 0.51729 2.77107  H2 1.017, C8 1.367, H15 1.014
20 N 3.47027 -0.80543 -0.43037  N9 1.340, C26 1.317
21 C 1.56878 -0.12153 0.67248  C8 1.335, C26 1.484, N30 1.379
22 C -3.71432 1.23574 1.92971  Cl1 1.750, C7 1.421, C25 1.403
23 H -2.43178 0.61160 -1.64254  C4 1.066
24 H 4.69254 -0.21996 1.18501  N9 1.019
25 C -4.59217 1.42117 0.85137  Cl16 1.760, C17 1.402, C22 1.403
26 C 2.15682 -0.77155 -0.52441  C12 1.534, N20 1.317, C21 1.484
27 C -1.88241 0.65731 0.41988  C4 1.397, C7 1.406, N11 1.386
28 H 0.29098 -1.56919 -1.51387  C12 1.110
29 H -1.73118 0.80591 2.60445  C7 1.080
30 N 0.26202 0.18527 0.98869  N11 1.276, C21 1.379

---

DFT (ωB97M-V with the def2-TZVPD basis set) results for a 4-piece molecular cluster, C2H12N2O3 overall in a non-equilibrium geometry.

orbital gap	0.3836	Eh
structure (SMILES)	C/N=C\N.O.O.O

Bonds (Å) are listed after each position.
Positions of all 19 atoms, in Å:
1 H 0.36163 2.37263 -1.44923  O13 0.972
2 H -1.97937 -0.33819 -2.10205  C19 1.158
3 O 1.27460 -1.27142 -0.45804  H10 0.976, H17 0.995
4 C -1.12345 0.22837 1.27090  H5 1.050, H6 1.054, N8 1.509, H9 1.062
5 H -0.15731 -0.15987 1.40900  C4 1.050
6 H -1.09100 1.14532 1.79025  C4 1.054
7 H 3.61444 1.31969 0.85268  O12 1.010
8 N -1.46327 0.44433 -0.18303  C4 1.509, C19 1.272
9 H -1.78489 -0.44428 1.75967  C4 1.062
10 H 1.04018 -0.43899 -0.00585  O3 0.976
11 H -0.16223 1.34808 -0.51775  O13 0.970
12 O 2.69446 0.90761 0.92157  H7 1.010, H16 1.025
13 O 0.67831 1.76759 -0.75808  H1 0.972, H11 0.970
14 H -1.52665 -2.43584 -1.46494  N18 1.002
15 H -0.87529 -1.98062 -0.07489  N18 0.972
16 H 2.07887 1.46098 0.31688  O12 1.025
17 H 1.83326 -1.54981 0.31737  O3 0.995
18 N -1.65361 -1.87136 -0.64659  H14 1.002, H15 0.972, C19 1.411
19 C -1.75868 -0.50421 -0.97788  H2 1.158, N8 1.272, N18 1.411

---

DFT (ωB97M-V with the def2-TZVPD basis set) results for a 9-piece molecular cluster, C53H49BrF9N2O3 overall in a non-equilibrium geometry.

orbital gap	0.2134	Eh
charge	+1

Bonds (Å) are listed after each position.
Positions of all 117 atoms, in Å:
1 H -9.04864 0.77879 -5.09202  C19 1.082
2 F 8.38376 1.42120 -4.02488  C10 1.342
3 C 0.81846 -4.34965 3.37199  H12 1.081, C21 1.388, C93 1.388
4 C 1.28249 2.17703 7.48059  H40 1.082, C51 1.387, C69 1.380
5 H 5.66668 -0.73546 6.76723  C65 1.081
6 H -8.87368 4.38284 -8.46772  C95 1.081
7 H -0.14394 2.82617 1.26650  C39 1.085
8 H 6.45134 -0.98798 2.55485  C107 1.083
9 N 0.53201 1.83701 -1.01943  C20 1.523, Br55 1.930, C62 1.512, C72 1.502
10 C 7.55438 1.58710 -2.98273  F2 1.342, C102 1.380, C106 1.382
11 C -9.31915 2.31718 -8.10538  H79 1.081, C95 1.387, C110 1.388
12 H 1.08353 -5.35064 3.68206  C3 1.081
13 H -1.53990 -1.35662 -2.94653  C85 1.083
14 H 3.61236 -10.17382 -2.63396  C60 1.081
15 C -4.45265 4.71495 -2.99375  C24 1.380, F42 1.369, C84 1.378
16 H -8.26083 4.84464 -6.10608  C61 1.081
17 H 2.13732 -8.74785 1.13472  C68 1.082
18 H -0.77819 -6.05465 -1.61664  C97 1.081
19 C -9.01862 1.55619 -5.84358  H1 1.082, C43 1.379, C110 1.387
20 C -0.14784 3.10241 -1.52608  N9 1.523, O22 1.188, N90 1.410
21 C 1.80222 -3.37886 3.24706  C3 1.388, C82 1.386, H98 1.081
22 O 0.54711 3.94520 -1.99378  C20 1.188
23 H -3.06924 -5.27639 -2.12100  C45 1.081
24 C -3.55917 5.76249 -2.90706  C15 1.380, C26 1.387, H94 1.079
25 C 0.76666 -8.74630 -0.50226  F47 1.351, C56 1.379, C68 1.380
26 C -3.90932 6.98247 -3.46731  C24 1.387, C27 1.386, H73 1.081
27 C -5.13708 7.13668 -4.09257  C26 1.386, C67 1.388, H87 1.081
28 H -0.44198 -8.82896 -2.25969  C56 1.082
29 H -1.19515 0.62594 -1.29554  C72 1.069
30 H 9.11718 2.28647 -1.70725  C106 1.081
31 H 4.31541 1.21755 -2.14550  C36 1.083
32 H 2.21781 -1.32464 2.74314  C82 1.081
33 F 4.88274 0.96840 1.93304  C44 1.359
34 H -6.34633 3.99392 -3.66613  C84 1.081
35 C 4.64682 0.68759 5.53197  H38 1.077, C65 1.388, C70 1.387
36 C 5.36862 1.45104 -2.05406  H31 1.083, C102 1.387, C116 1.387
37 O -2.46015 2.81443 0.68621  C52 1.192
38 H 4.13438 1.15257 6.35698  C35 1.077
39 C 0.93732 2.75320 1.31560  H7 1.085, H41 1.071, C62 1.536, O108 1.404
40 H 1.82115 2.51335 6.60399  C4 1.082
41 H 1.34515 3.73287 1.46295  C39 1.071
42 F -4.13225 3.49878 -2.45210  C15 1.369
43 C -8.62426 2.83112 -5.49593  C19 1.379, F58 1.356, C61 1.379
44 C 5.09899 0.53345 3.20214  F33 1.359, C70 1.379, C107 1.379
45 C -2.23700 -4.59050 -2.19261  H23 1.081, C48 1.387, C97 1.388
46 H 2.27072 2.81136 -0.38070  C62 1.074
47 F -0.23837 -8.23997 0.24541  C25 1.351
48 C -2.45663 -3.27295 -2.56599  C45 1.387, H78 1.081, C85 1.387
49 C -0.85368 -2.75315 2.71072  H53 1.082, C93 1.387, C101 1.377
50 C -0.07152 1.26210 9.72766  C75 1.388, H91 1.081, C99 1.387
51 C 0.47866 3.04156 8.20890  C4 1.387, C75 1.387, H88 1.081
52 C -2.01876 3.57103 -0.12229  O37 1.192, F64 1.293, N90 1.421
53 H -1.88116 -2.48450 2.50289  C49 1.082
54 F 0.92413 -1.98265 -2.45336  C74 1.360
55 Br 1.49107 1.12195 -2.53411  N9 1.930
56 C 0.53562 -9.01665 -1.83493  C25 1.379, H28 1.082, C77 1.387
57 C 3.01876 -9.49493 -0.68845  H59 1.081, C60 1.388, C68 1.387
58 F -8.28233 3.07898 -4.20779  C43 1.356
59 H 3.98340 -9.68733 -0.24017  C57 1.081
60 C 2.80959 -9.77021 -2.03284  H14 1.081, C57 1.388, C77 1.388
61 C -8.56861 3.85617 -6.41674  H16 1.081, C43 1.379, C95 1.387
62 C 1.55601 2.13693 0.05153  N9 1.512, C39 1.536, H46 1.074, H117 1.076
63 H -0.77748 0.93255 0.40721  C72 1.074
64 F -1.90009 4.84325 0.07646  C52 1.293
65 C 5.50876 -0.37620 5.75993  H5 1.081, C35 1.388, C103 1.388
66 H 5.18590 2.05787 -0.01178  C116 1.078
67 C -6.01793 6.06678 -4.16412  C27 1.388, C84 1.386, H86 1.080
68 C 1.99312 -8.97415 0.08683  H17 1.082, C25 1.380, C57 1.387
69 C 1.38975 0.86397 7.89168  C4 1.380, C99 1.379, F100 1.352
70 C 4.44196 1.15482 4.24255  C35 1.387, C44 1.379, H113 1.082
71 H 5.85745 0.91419 -4.08929  C102 1.082
72 C -0.40660 0.74757 -0.58403  N9 1.502, H29 1.069, H63 1.074, H96 1.073
73 H -3.21944 7.81287 -3.41474  C26 1.081
74 C -0.12077 -2.84919 -2.37375  F54 1.360, C80 1.378, C85 1.380
75 C -0.19658 2.58653 9.33214  C50 1.388, C51 1.387, H104 1.081
76 H -2.05986 2.40748 -1.75712  N90 1.009
77 C 1.56913 -9.52778 -2.60552  C56 1.387, C60 1.388, H112 1.081
78 H -3.45754 -2.93232 -2.79121  C48 1.081
79 H -9.59367 2.11468 -9.13116  C11 1.081
80 C 0.12240 -4.15478 -2.00748  C74 1.378, H92 1.082, C97 1.386
81 C 7.20259 2.23480 -0.71518  C106 1.386, H114 1.081, C116 1.388
82 C 1.46585 -2.09479 2.84798  C21 1.386, H32 1.081, C101 1.376
83 H -9.68954 0.31017 -7.44792  C110 1.081
84 C -5.67539 4.84066 -3.61616  C15 1.378, H34 1.081, C67 1.386
85 C -1.39076 -2.38907 -2.65454  H13 1.083, C48 1.387, C74 1.380
86 H -6.97719 6.18793 -4.64562  C67 1.080
87 H -5.40840 8.09002 -4.52401  C27 1.081
88 H 0.38022 4.07234 7.89821  C51 1.081
89 H 0.83149 -0.64852 9.29065  C99 1.082
90 N -1.54903 3.20695 -1.41347  C20 1.410, C52 1.421, H76 1.009
91 H -0.59394 0.90709 10.60478  C50 1.081
92 H 1.13358 -4.47815 -1.79878  C80 1.082
93 C -0.50672 -4.03733 3.10190  C3 1.388, C49 1.387, H111 1.081
94 H -2.60769 5.62865 -2.41608  C24 1.079
95 C -8.91668 3.59129 -7.73287  H6 1.081, C11 1.387, C61 1.387
96 H 0.15102 -0.16928 -0.58361  C72 1.073
97 C -0.94971 -5.02869 -1.91227  H18 1.081, C45 1.388, C80 1.386
98 H 2.83377 -3.61691 3.46351  C21 1.081
99 C 0.72456 0.38852 9.00241  C50 1.387, C69 1.379, H89 1.082
100 F 2.17201 0.01878 7.18334  C69 1.352
101 C 0.14403 -1.81227 2.59166  C49 1.377, C82 1.376, F105 1.374
102 C 6.21786 1.27914 -3.13681  C10 1.380, C36 1.387, H71 1.082
103 C 6.16544 -0.97895 4.69642  C65 1.388, C107 1.388, H115 1.081
104 H -0.81949 3.26416 9.89910  C75 1.081
105 F -0.19710 -0.54099 2.19725  C101 1.374
106 C 8.06271 2.06083 -1.78854  C10 1.382, H30 1.081, C81 1.386
107 C 5.95734 -0.52711 3.40083  H8 1.083, C44 1.379, C103 1.388
108 O 1.30775 1.99836 2.43990  C39 1.404, H109 0.960
109 H 0.84684 1.16211 2.33688  O108 0.960
110 C -9.37151 1.30237 -7.16028  C11 1.388, C19 1.387, H83 1.081
111 H -1.27299 -4.79330 3.19709  C93 1.081
112 H 1.40455 -9.73791 -3.65299  C77 1.081
113 H 3.77541 1.98252 4.04008  C70 1.082
114 H 7.58511 2.60790 0.22463  C81 1.081
115 H 6.84091 -1.80457 4.87348  C103 1.081
116 C 5.85566 1.92859 -0.84691  C36 1.387, H66 1.078, C81 1.388
117 H 2.02356 1.19806 0.29015  C62 1.076